Record 1
Below is 2 unconnected molecules or ions with the total composition C5H5N3O3 at a distorted geometry, with properties calculated with ωB97M-V/def2-TZVPD.

Values from the calculation:
Frontier orbital gap in hartree: 0.3225
Strongest force on any atom in eV/A: 4.85
E in a.u.: -583.26497
Energy above the lowest of the compared OMol25 structures with the same formula, charge and spin in kcal/mol: 154.6
HOMO energy in eV: -8.40
LUMO energy in eV: 0.4

Last column: Löwdin charge in e.
CARTESIAN COORDINATES (ANGSTROEM)
C -2.751 -1.172 -0.370  -0.029
C -1.311 -1.210 -0.226  -0.020
C -3.008 0.201 -0.492  -0.120
C -0.857 0.071 -0.316  -0.273
C 0.402 0.626 -0.091  0.052
N 2.274 1.897 -0.749  0.090
N 1.170 1.398 -0.489  -0.063
N 2.913 -0.539 1.081  -0.304
O 2.887 0.327 1.927  0.047
O 2.771 -1.729 1.225  0.056
O -1.920 0.950 -0.342  0.052
H -3.420 -1.950 -0.160  0.083
H -0.745 -2.213 -0.271  0.151
H -3.962 0.745 -0.454  0.132
H 3.043 -0.149 0.154  0.132
H 2.514 2.745 -0.427  0.015

---

Record 2
Below is a molecular structure, C26H48OP2Pd at a distorted geometry, with properties calculated with ωB97M-V/def2-TZVPD.

Values from the calculation:
Frontier orbital gap (alpha / beta) in hartree: 0.2871 / 0.1946
Strongest force on any atom in eV/A: 2.62
Spin multiplicity: 5
E in a.u.: -1904.51789
Expectation value of S²: 6.02
Energy above the lowest of the compared OMol25 structures with the same formula, charge and spin in kcal/mol: 0.0
HOMO energy (alpha / beta) in eV: -12.53 / -13.73
Total charge: +2
LUMO energy (alpha / beta) in eV: -4.7 / -8.4

Last column: Löwdin charge in e.
CARTESIAN COORDINATES (ANGSTROEM)
Pd 0.531 0.989 -0.449  0.559
C 2.855 1.874 -0.571  -0.200
C 1.709 2.722 -0.863  -0.313
C 2.158 2.834 1.408  -0.160
C 3.139 2.001 0.815  -0.154
C 1.269 3.296 0.405  -0.192
C 3.718 1.222 -1.582  -0.006
H 3.151 0.993 -2.486  0.079
H 4.125 0.283 -1.186  0.093
H 4.574 1.852 -1.871  0.124
C 4.319 1.454 1.512  0.013
H 4.857 0.738 0.878  0.094
H 4.034 0.948 2.445  0.068
H 5.037 2.246 1.785  0.123
C 2.120 3.214 2.841  0.018
H 3.014 3.792 3.124  0.119
H 2.078 2.316 3.484  0.093
H 1.243 3.832 3.063  0.090
C 0.211 4.309 0.568  -0.005
H 0.632 5.327 0.617  0.125
H -0.352 4.145 1.496  0.093
H -0.491 4.281 -0.271  0.082
C 1.355 3.258 -2.208  -0.013
H 1.942 4.147 -2.450  0.118
H 0.295 3.525 -2.244  0.084
H 1.543 2.501 -2.980  0.083
C -1.749 -3.396 -1.541  -0.147
C -1.357 -2.997 -2.777  -0.164
C -2.289 -2.644 -3.894  -0.165
C -3.580 -1.909 -3.452  -0.170
C -3.392 -0.965 -2.318  -0.111
C -3.731 -1.284 -1.045  -0.174
C -3.999 -2.679 -0.542  -0.165
C -3.145 -3.788 -1.197  -0.166
H -2.572 -3.567 -4.433  0.135
H -4.366 -2.649 -3.230  0.117
H -1.780 -2.021 -4.646  0.117
H -3.670 -4.192 -2.075  0.119
H -1.002 -3.656 -0.786  0.084
H -0.332 -3.204 -3.089  0.114
H -3.085 -4.625 -0.482  0.128
H -3.844 -2.731 0.552  0.116
H -4.034 -0.523 -0.316  0.101
H -5.068 -2.901 -0.693  0.134
H -3.950 -1.334 -4.310  0.125
H -3.198 0.064 -2.621  0.099
P 0.439 -1.225 -0.589  0.796
C 1.465 -2.564 -0.054  -0.212
C 0.429 -0.866 -2.375  -0.224
P -1.471 0.696 0.550  0.795
C -1.216 -1.125 0.205  -0.455
C -2.487 1.616 -0.648  -0.246
C -2.082 1.050 2.191  -0.222
H 1.676 -2.478 1.024  0.034
H 2.415 -2.537 -0.605  0.071
H 0.960 -3.520 -0.259  0.057
H -0.540 -1.163 -2.806  0.021
H 1.258 -1.429 -2.832  0.081
H 0.580 0.204 -2.605  0.028
H -2.903 0.368 2.449  0.067
H -2.452 2.085 2.210  0.062
H -1.261 0.949 2.908  0.021
H -1.286 -1.740 1.116  0.090
H -1.927 -1.457 -0.554  -0.022
H -2.656 2.618 -0.220  0.061
H -3.454 1.156 -0.853  0.023
H -1.924 1.740 -1.584  0.039
C 2.759 -1.142 3.249  -0.055
C 1.259 -0.826 3.204  -0.554
C 0.686 -0.622 4.617  -0.011
O 0.966 0.203 2.367  -0.045
H 3.174 -1.168 2.245  0.064
H 2.942 -2.110 3.738  0.102
H 3.281 -0.363 3.820  0.082
H 0.789 -1.761 2.818  0.141
H 1.176 0.250 5.071  0.092
H -0.384 -0.435 4.568  0.074
H 0.867 -1.503 5.249  0.106

---

Record 3
Below is a molecular structure, C31H30F10N5S6SnTe at a distorted geometry, with properties calculated with ωB97M-V/def2-TZVPD.

Values from the calculation:
Frontier orbital gap in hartree: 0.1973
Strongest force on any atom in eV/A: 1.40
E in a.u.: -5342.77857
HOMO energy in eV: -9.21
Total charge: +1
LUMO energy in eV: -3.8

Last column: Löwdin charge in e.
CARTESIAN COORDINATES (ANGSTROEM)
Sn -0.376 0.343 0.279  1.188
C 0.206 3.389 1.542  -0.164
N -0.040 2.776 0.238  -0.320
C -1.242 3.408 -0.311  -0.162
C -2.003 2.592 -1.349  -0.189
N -2.252 1.249 -0.865  -0.035
C -3.247 0.554 -1.345  -0.315
C -3.467 -0.818 -0.893  -0.489
F -2.896 -1.129 0.308  -0.036
C -4.740 -1.454 -1.103  -0.194
F -4.965 -2.580 -0.430  0.121
C -5.627 -0.970 -2.014  -0.133
F -6.781 -1.579 -2.277  0.149
C -5.296 0.237 -2.686  -0.115
F -6.119 0.694 -3.620  0.166
C -4.154 0.934 -2.394  -0.152
F -3.927 2.047 -3.112  0.102
C 1.166 3.011 -0.561  -0.196
C 1.145 2.370 -1.935  -0.241
N 0.866 0.960 -1.804  -0.085
C 0.942 0.194 -2.882  -0.250
C 0.834 -1.208 -2.733  -0.336
F 0.887 -1.714 -1.468  -0.074
C 0.733 -2.113 -3.775  -0.255
F 0.489 -3.397 -3.440  0.076
C 0.794 -1.682 -5.083  -0.161
F 0.620 -2.529 -6.103  0.114
C 1.027 -0.317 -5.295  -0.142
F 1.137 0.126 -6.546  0.133
C 1.110 0.580 -4.249  -0.120
F 1.329 1.871 -4.577  0.083
H 0.332 4.471 1.445  0.108
H 1.107 2.965 1.980  0.052
H -0.618 3.188 2.222  0.022
H -0.998 4.383 -0.748  0.145
H -1.933 3.559 0.523  0.134
H -1.477 2.542 -2.309  0.117
H -2.941 3.129 -1.510  0.132
H 1.998 2.575 0.004  0.124
H 1.343 4.089 -0.666  0.136
H 2.134 2.528 -2.380  0.131
H 0.412 2.868 -2.578  0.105
Te -1.972 -1.666 -2.446  1.663
C -2.842 -3.507 -2.947  -0.864
C -3.152 -3.954 -4.209  -0.217
C -3.644 -5.270 -4.206  -0.173
C -3.712 -5.804 -2.952  -0.391
S -3.133 -4.734 -1.754  0.979
H -3.022 -3.354 -5.095  0.107
H -3.947 -5.800 -5.092  0.111
H -4.088 -6.766 -2.663  0.071
C 3.586 -2.303 2.770  -0.074
C 2.734 -1.422 1.833  -0.137
N 2.134 -2.237 0.800  -0.186
C 1.168 -3.156 1.367  -0.151
C 1.832 -3.982 2.488  -0.092
N 3.295 -3.718 2.432  -0.083
C 3.811 -4.014 1.074  -0.060
C 3.158 -2.990 0.106  -0.131
H 3.348 -2.143 3.822  0.059
H 4.654 -2.131 2.624  0.141
H 3.347 -0.654 1.359  0.135
H 1.928 -0.924 2.376  0.087
H 0.794 -3.796 0.566  0.135
H 0.322 -2.580 1.752  0.080
H 1.660 -5.052 2.356  0.142
H 1.477 -3.697 3.482  0.020
H 3.747 -4.316 3.128  0.194
H 3.541 -5.040 0.816  0.138
H 4.901 -3.929 1.079  0.137
H 2.702 -3.503 -0.742  0.126
H 3.902 -2.292 -0.283  0.135
C 2.634 2.853 5.238  -0.389
S 0.949 2.503 4.658  0.867
C 0.875 0.758 4.727  -0.971
C -0.012 0.054 3.977  -1.151
S -1.149 0.718 2.869  0.450
S -0.028 -1.680 4.304  0.927
C 1.347 -1.714 5.378  -1.440
S 2.091 -3.112 5.838  0.580
S 1.921 -0.134 5.817  0.948
H 2.765 3.917 5.073  0.038
H 3.364 2.294 4.662  0.035
H 2.726 2.632 6.297  0.028

---

Record 4
Below is a single C6H12O molecule, with properties calculated with ωB97M-V/def2-TZVPD.

Values from the calculation:
Frontier orbital gap in hartree: 0.3477
Strongest force on any atom in eV/A: 0.47
E in a.u.: -310.96675
Energy above the lowest of the compared OMol25 structures with the same formula, charge and spin in kcal/mol: 58.1
HOMO energy in eV: -8.54
LUMO energy in eV: 0.9

Last column: Löwdin charge in e.
CARTESIAN COORDINATES (ANGSTROEM)
C -1.396 -1.650 0.457  -0.088
C -0.545 -0.387 0.330  -0.453
C -1.440 0.840 0.146  -0.079
C 0.473 -0.546 -0.808  -0.208
C 1.478 0.615 -0.919  -0.239
C 2.339 0.582 0.314  -0.075
O 2.162 1.724 0.954  0.006
H -0.775 -2.537 0.629  0.077
H -2.105 -1.567 1.289  0.076
H -1.977 -1.818 -0.459  0.082
H 0.019 -0.260 1.267  0.126
H -2.187 0.898 0.947  0.077
H -1.981 0.785 -0.808  0.085
H -0.868 1.774 0.158  0.067
H -0.061 -0.667 -1.761  0.119
H 2.143 0.416 -1.771  0.112
H 0.979 1.581 -1.086  0.101
H 1.047 -1.467 -0.643  0.112
H 2.695 1.684 1.763  0.101